No. 1
# CH5ClNP

2 unconnected molecules or ions with the total composition CH5ClNP in a non-equilibrium geometry (ωB97M-V/def2-TZVPD, the OMol25 dataset).

Values from the calculation:
Molar mass = 97.48 Da
E_LUMO (spin up / spin down) = 1.18 / -2.41 eV
Kohn-Sham gap (spin up / spin down) = 7.8 / 8.3 eV
ΔE to the lowest compared entry with this formula, charge and spin = 0.0 kcal per mole
<S²> = 2.01
Multiplicity = 3
Max |F| = 4.67 eV Å⁻¹

CARTESIAN COORDINATES (ANGSTROEM)
C1 -0.36312 0.67828 -0.28256
H1 -0.43860 -2.86375 0.29607
P1 -1.32508 -0.80850 -0.04415
H2 0.54369 0.45433 -0.85749
H3 -0.13392 1.18296 0.64085
N1 -0.19813 -1.85272 0.08216
H4 2.06160 -0.67480 0.79399
H5 -1.03740 1.50376 -0.62719
Cl1 3.12254 -0.56163 0.10319

In elementary charge units, the Löwdin charges are:
1 C -0.42
2 H 0.02
3 P 0.67
4 H 0.01
5 H 0.01
6 N -0.33
7 H -0.29
8 H 0.04
9 Cl 0.29



No. 2
# CH5ClO4Ru

A molecular structure, CH5ClO4Ru in a non-equilibrium geometry (ωB97M-V/def2-TZVPD, the OMol25 dataset).

Values from the calculation:
Molar mass = 217.57 Da
Total charge = +2
E_LUMO (spin up / spin down) = -12.10 / -16.34 eV
Kohn-Sham gap (spin up / spin down) = 6.7 / 5.2 eV
ΔE to the lowest compared entry with this formula, charge and spin = 1.1 kcal per mole
<S²> = 6.05
Multiplicity = 5
Max |F| = 2.89 eV Å⁻¹

CARTESIAN COORDINATES (ANGSTROEM)
H1 -3.04882 -2.18443 -0.78621
Ru1 -0.64341 -0.43738 0.01243
O1 0.38173 -0.55164 1.36315
C1 -2.25958 -2.48376 -0.09512
H2 -2.64394 -2.19880 0.88037
Cl1 0.28997 3.26372 2.28893
O2 -1.05709 2.57864 2.42095
H3 -1.21581 -2.03493 -0.34478
O3 1.06053 3.00993 1.02376
H4 -2.16156 -3.58111 -0.11513
O4 -1.34597 0.78040 -0.93666
H5 0.12787 -1.37500 -1.07097

In elementary charge units, the Löwdin charges are:
1 H 0.07
2 Ru 1.40
3 O -0.34
4 C -0.01
5 H 0.06
6 Cl 1.37
7 O -0.21
8 H -0.09
9 O -0.19
10 H 0.10
11 O -0.32
12 H 0.16



No. 3
# CH5ClO4Sn

A molecular structure, CH5ClO4Sn in a non-equilibrium geometry (ωB97M-V/def2-TZVPD, the OMol25 dataset).

Values from the calculation:
Molar mass = 235.21 Da
E_LUMO (spin up / spin down) = -3.94 / -3.94 eV
Kohn-Sham gap (spin up / spin down) = 6.3 / 6.3 eV
ΔE to the lowest compared entry with this formula, charge and spin = 11.7 kcal per mole
Max |F| = 4.23 eV Å⁻¹

CARTESIAN COORDINATES (ANGSTROEM)
C1 0.44867 -0.99156 -1.74222
Sn1 0.83746 -1.35705 0.45292
H1 -0.11860 -1.82085 -2.17299
O1 2.13188 1.33023 2.98735
H2 -3.03516 0.23258 -0.93245
H3 -0.03064 -0.03401 -1.95364
H4 1.45800 -1.01364 -2.16330
O2 0.24374 2.70789 2.38534
O3 -0.84429 -1.79612 1.21217
Cl1 0.76217 1.34647 2.48330
O4 0.84710 0.80397 0.95569
H5 -2.70032 0.59209 -1.51216

In elementary charge units, the Löwdin charges are:
1 C -0.18
2 Sn 1.34
3 H 0.02
4 O -0.45
5 H 0.03
6 H 0.01
7 H -0.01
8 O -0.42
9 O -0.58
10 Cl 0.90
11 O -0.65
12 H 0.01



No. 4
# CH5CrO

A molecular structure, CH5CrO in a non-equilibrium geometry (ωB97M-V/def2-TZVPD, the OMol25 dataset).

Values from the calculation:
Molar mass = 85.05 Da
Total charge = +1
E_LUMO (spin up / spin down) = -7.29 / -6.80 eV
Kohn-Sham gap (spin up / spin down) = 8.2 / 9.6 eV
ΔE to the lowest compared entry with this formula, charge and spin = 0.0 kcal per mole
<S²> = 6.04
Multiplicity = 5
Max |F| = 2.08 eV Å⁻¹

CARTESIAN COORDINATES (ANGSTROEM)
H1 -0.68687 2.83228 0.92979
H2 0.09173 0.02829 -0.61418
O1 -0.64592 1.88929 0.77160
H3 0.43814 -1.70102 0.15869
H4 -0.37912 -1.50641 -1.39471
Cr1 -0.59516 0.57308 2.05976
H5 1.39253 -1.04606 -1.17298
C1 0.38466 -1.06945 -0.73797

In elementary charge units, the Löwdin charges are:
1 H 0.02
2 H 0.01
3 O -0.35
4 H 0.01
5 H 0.04
6 Cr 1.27
7 H 0.04
8 C -0.04